(1)
{"formula": "C19H43OP3ReS", "method": "the ωB97M-V functional and the def2-TZVPD basis", "homo_lumo_gap_ev": [5.524, 6.211], "e_homo_ev": [-20.4, -20.5], "multiplicity": 4, "total_charge": 4, "symbols": ["Re", "P", "P", "P", "H", "C", "C", "H", "C", "C", "C", "C", "C", "C", "C", "C", "C", "H", "H", "H", "H", "H", "H", "H", "H", "H", "H", "H", "H", "H", "H", "H", "H", "H", "H", "H", "H", "H", "H", "H", "H", "H", "H", "H", "H", "H", "C", "C", "C", "C", "C", "C", "O", "H", "H", "H", "H", "H", "H", "C", "S", "C", "H", "H", "H", "H", "H", "H"], "xyz": [[0.146, 0.033, 1.457], [0.448, -1.815, 0.074], [2.460, 0.079, 2.065], [-1.975, 0.546, 0.445], [1.679, 2.076, 0.433], [0.617, 1.927, 0.646], [0.157, 2.078, 2.039], [0.912, 2.378, 2.781], [1.100, -1.529, -1.602], [1.551, -3.088, 0.779], [-1.044, -2.838, -0.163], [3.180, 1.527, 2.939], [2.908, -1.218, 3.277], [3.667, -0.008, 0.688], [-2.794, 2.155, 0.787], [-3.295, -0.551, 1.078], [-2.047, 0.571, -1.387], [-0.054, 2.267, -0.149], [-0.829, 2.547, 2.182], [1.223, -2.485, -2.125], [2.065, -1.021, -1.552], [0.428, -0.891, -2.181], [1.504, -3.978, 0.138], [1.210, -3.356, 1.787], [2.588, -2.744, 0.845], [-0.745, -3.775, -0.652], [-1.797, -2.336, -0.779], [-1.494, -3.077, 0.809], [4.259, 1.328, 3.064], [2.722, 1.657, 3.933], [3.054, 2.450, 2.356], [4.001, -1.331, 3.258], [2.429, -2.174, 3.043], [2.593, -0.887, 4.277], [4.674, 0.201, 1.076], [3.418, 0.750, -0.065], [3.665, -0.992, 0.208], [-3.743, 2.160, 0.220], [-2.173, 3.002, 0.464], [-3.017, 2.258, 1.861], [-4.221, -0.299, 0.541], [-3.433, -0.360, 2.152], [-3.046, -1.606, 0.925], [-3.019, 0.969, -1.717], [-1.904, -0.428, -1.814], [-1.254, 1.226, -1.774], [-0.858, 0.244, -5.702], [-0.243, 0.523, -6.935], [-0.069, 1.859, -7.296], [-0.546, 2.876, -6.463], [-1.247, 2.575, -5.287], [-1.448, 1.245, -4.929], [-0.816, -0.991, -5.125], [-0.386, -1.597, -5.751], [0.107, -0.305, -7.550], [0.442, 2.105, -8.227], [-0.377, 3.921, -6.738], [-1.643, 3.359, -4.645], [-2.015, 0.947, -4.050], [-1.213, -2.176, 4.188], [-0.739, -0.532, 3.533], [-0.484, 0.336, 5.112], [-1.415, -2.849, 3.352], [-2.138, -1.986, 4.755], [-0.387, -2.554, 4.816], [-1.439, 0.816, 5.392], [-0.146, -0.306, 5.945], [0.288, 1.093, 4.936]], "mulliken_spin": [2.3157, -0.2242, -0.0894, -0.0796, 0.0217, 0.0420, -0.1258, 0.0155, 0.0298, 0.0470, 0.0462, 0.0201, 0.0174, 0.0112, 0.0167, 0.0106, 0.0143, 0.0267, 0.0069, 0.0021, -0.0066, -0.0014, 0.0043, 0.0008, -0.0015, 0.0057, -0.0022, -0.0042, -0.0011, 0.0008, 0.0005, 0.0007, -0.0077, -0.0011, -0.0014, 0.0053, -0.0040, -0.0012, 0.0005, 0.0007, 0.0016, 0.0026, -0.0071, -0.0009, -0.0038, 0.0055, 0.2745, 0.0983, 0.0420, 0.2609, 0.0668, 0.0746, 0.1632, -0.0081, 0.0004, 0.0052, -0.0001, 0.0045, 0.0182, 0.0475, -0.1419, 0.0095, -0.0082, 0.0014, -0.0035, -0.0113, -0.0017, -0.0017]}

***

(2)
{"formula": "C25H41F3O2P2Ru", "method": "the ωB97M-V functional and the def2-TZVPD basis", "homo_lumo_gap_ev": [6.296, 5.660], "e_homo_ev": [-13.8, -14.2], "multiplicity": 5, "total_charge": 2, "symbols": ["Ru", "C", "C", "C", "C", "C", "C", "H", "H", "H", "C", "H", "H", "H", "C", "H", "H", "H", "C", "H", "H", "H", "C", "H", "H", "H", "C", "C", "C", "C", "C", "C", "C", "C", "H", "H", "H", "H", "H", "H", "H", "H", "H", "H", "H", "H", "P", "C", "C", "P", "C", "C", "C", "H", "H", "H", "H", "H", "H", "H", "H", "H", "H", "H", "H", "H", "H", "F", "C", "F", "F", "C", "O", "O"], "xyz": [[-0.434, 1.427, -1.026], [1.289, 2.491, 0.609], [1.005, 2.974, -0.729], [-0.680, 3.712, 0.699], [0.265, 3.005, 1.466], [-0.303, 3.651, -0.686], [2.531, 1.823, 1.060], [3.101, 1.424, 0.212], [2.339, 1.009, 1.771], [3.155, 2.565, 1.580], [0.306, 3.050, 2.951], [1.209, 2.559, 3.354], [-0.583, 2.589, 3.427], [0.312, 4.112, 3.268], [-1.851, 4.436, 1.236], [-1.555, 5.288, 1.870], [-2.470, 3.750, 1.832], [-2.453, 4.823, 0.409], [-0.871, 4.479, -1.776], [-0.126, 5.190, -2.143], [-1.721, 5.065, -1.420], [-1.196, 3.829, -2.586], [1.843, 3.023, -1.945], [1.932, 4.044, -2.349], [1.290, 2.414, -2.681], [2.850, 2.624, -1.788], [1.205, -3.618, 2.549], [2.280, -3.784, 1.501], [3.347, -2.678, 1.493], [2.327, -1.735, 0.822], [1.404, -2.941, 0.598], [0.228, -2.858, 1.465], [-0.660, -4.124, 1.500], [0.206, -4.737, 2.621], [4.191, -2.917, 0.841], [2.675, -1.184, -0.048], [3.721, -2.349, 2.481], [0.647, -5.705, 2.383], [1.446, -3.007, 3.418], [2.542, -4.809, 1.242], [-0.276, -4.846, 3.594], [-1.719, -4.010, 1.763], [-0.210, -1.878, 1.674], [-0.600, -4.705, 0.570], [1.800, -1.029, 1.478], [0.723, 0.251, -0.942], [0.347, -1.836, -1.294], [-0.065, -3.632, -1.744], [1.664, -1.577, -2.554], [-1.497, 0.254, -2.360], [-1.426, -1.392, -1.546], [-1.136, 0.018, -4.150], [-3.277, 0.557, -2.380], [-1.147, -3.786, -1.608], [0.454, -4.375, -1.129], [0.173, -3.799, -2.804], [1.530, -2.291, -3.372], [2.651, -1.746, -2.099], [1.615, -0.543, -2.907], [-3.825, -0.335, -2.719], [-3.446, 1.395, -3.071], [-3.585, 0.825, -1.355], [-1.856, -1.365, -0.518], [-1.946, -2.167, -2.143], [-1.845, 0.672, -4.689], [-1.277, -1.024, -4.487], [-0.111, 0.351, -4.369], [-2.251, -0.234, 3.764], [-2.796, 0.373, 2.678], [-3.860, -0.352, 2.242], [-3.257, 1.613, 3.046], [-1.675, 0.521, 1.584], [-2.130, 0.873, 0.450], [-0.488, 0.308, 1.914]], "mulliken_spin": [2.4283, 0.2140, 0.2109, 0.0647, 0.2499, 0.4311, 0.0033, -0.0059, 0.0102, 0.0125, 0.0156, -0.0002, 0.0129, 0.0146, -0.0128, 0.0159, 0.0153, -0.0040, 0.0185, 0.0182, 0.0050, 0.0203, -0.0274, 0.0125, 0.0394, -0.0060, 0.0071, -0.0027, 0.0031, 0.0010, 0.0134, 0.0090, 0.0012, 0.0011, 0.0000, 0.0057, 0.0002, 0.0000, 0.0008, 0.0004, 0.0002, -0.0002, -0.0104, -0.0001, 0.0025, 0.0933, -0.0399, 0.0157, -0.0002, -0.0553, 0.0509, -0.0080, 0.0470, -0.0002, 0.0008, -0.0001, 0.0003, 0.0058, -0.0037, 0.0046, -0.0008, -0.0005, 0.0151, -0.0023, 0.0031, 0.0034, -0.0140, 0.0019, 0.0098, 0.0004, -0.0005, 0.0059, 0.0765, 0.0023]}